1.
{
  "formula": "C27H28N6OS",
  "method": "wB97M-V/def2-TZVPD",
  "homo_energy_ev": -7.6,
  "orbital_gap_ev": 7.9649,
  "species": ["C", "C", "C", "C", "C", "N", "C", "C", "N", "N", "C", "O", "C", "C", "C", "C", "C", "C", "H", "H", "H", "H", "H", "C", "H", "H", "H", "C", "H", "H", "H", "C", "H", "H", "H", "C", "N", "N", "C", "N", "C", "C", "C", "C", "C", "C", "C", "H", "H", "H", "H", "H", "H", "H", "S", "C", "H", "H", "H", "H", "H", "H", "H"],
  "xyz": [[1.47798, 1.50959, -3.44020], [0.69733, 0.96671, -2.29794], [-0.36260, 0.11225, -2.26582], [-0.75224, -0.04800, -0.90687], [0.11514, 0.71431, -0.14341], [0.99494, 1.31444, -1.00185], [2.06946, 2.13745, -0.64593], [3.22853, 1.75036, -0.03818], [4.00484, 2.84810, 0.21496], [3.37686, 3.94162, -0.37617], [2.13075, 3.56902, -0.88716], [1.33684, 4.33065, -1.39938], [3.74942, 5.25855, -0.07071], [4.26423, 5.58448, 1.18154], [4.62319, 6.89127, 1.45540], [4.45436, 7.87783, 0.49847], [3.91758, 7.55461, -0.73687], [3.57138, 6.24901, -1.03099], [3.14499, 5.99010, -1.98576], [3.77266, 8.32316, -1.48076], [4.73172, 8.89723, 0.71950], [5.02499, 7.14003, 2.42641], [4.36237, 4.82263, 1.94114], [5.44680, 2.79078, 0.23864], [5.76465, 2.17837, 1.08139], [5.84323, 3.79613, 0.36221], [5.84999, 2.36584, -0.68650], [3.66758, 0.38338, 0.34132], [3.89913, 0.32926, 1.40432], [2.87679, -0.32668, 0.11453], [4.56128, 0.10047, -0.21463], [0.21592, 0.91085, 1.33043], [-0.48187, 1.67929, 1.66909], [1.21712, 1.23725, 1.60239], [-0.00222, -0.01504, 1.85883], [-1.84301, -0.89592, -0.48314], [-2.11978, -1.91776, -1.20351], [-3.12057, -2.75950, -0.81093], [-3.40986, -3.13910, 0.48140], [-4.06777, -4.15391, 0.84677], [-4.60855, -5.10612, -0.07991], [-5.18356, -6.29686, 0.64694], [-5.62819, -7.39329, -0.08175], [-6.16688, -8.49165, 0.56278], [-6.26604, -8.50595, 1.94412], [-5.82390, -7.41652, 2.67420], [-5.28585, -6.31641, 2.02937], [-4.93355, -5.46133, 2.58384], [-5.89789, -7.42317, 3.75220], [-6.68641, -9.36464, 2.44747], [-6.50997, -9.33889, -0.01381], [-5.55167, -7.38609, -1.16098], [-5.40917, -4.64252, -0.67871], [-3.84185, -5.46318, -0.78967], [-2.77158, -2.10319, 1.76163], [-2.65490, -0.58578, 0.73821], [-2.23812, 0.19816, 1.35770], [-3.67444, -0.32060, 0.44487], [-3.27583, -3.47945, -1.50811], [-0.84682, -0.35010, -3.10060], [2.53333, 1.24516, -3.35493], [1.08966, 1.10697, -4.37086], [1.40005, 2.59633, -3.46601]],
  "atomic_forces_ev_per_a": [[0.001, 0.049, 0.120], [-0.108, -0.247, -0.499], [0.176, 0.216, 0.075], [0.576, 0.520, -0.095], [-0.571, -0.454, 0.245], [0.143, 0.130, -0.033], [0.571, 0.023, 0.153], [-0.404, 0.294, -0.080], [-0.422, -0.081, 0.488], [0.070, -0.261, -0.404], [0.068, -0.195, -0.044], [-0.227, 0.104, -0.037], [0.122, 0.396, 0.253], [-0.104, -0.104, -0.077], [0.046, 0.060, 0.010], [0.010, 0.082, 0.046], [0.024, 0.006, 0.040], [-0.018, -0.138, -0.012], [-0.021, -0.039, -0.082], [-0.017, 0.057, -0.071], [0.022, 0.089, 0.017], [0.031, 0.020, 0.073], [0.004, -0.081, 0.033], [0.321, -0.065, -0.273], [-0.004, 0.042, -0.017], [-0.007, -0.099, 0.043], [0.025, 0.047, -0.002], [0.039, 0.090, -0.059], [0.008, -0.023, 0.059], [-0.029, -0.035, -0.021], [0.049, -0.061, -0.016], [-0.095, 0.055, -0.047], [0.019, 0.036, 0.109], [0.004, -0.009, 0.105], [0.016, -0.026, 0.071], [-0.463, -0.443, 0.388], [0.676, 0.345, -0.285], [-0.654, -0.346, -0.298], [0.032, 0.039, 0.344], [-0.065, 0.136, 0.318], [0.166, 0.147, -0.240], [-0.003, -0.065, -0.070], [0.008, 0.048, 0.040], [-0.041, -0.077, -0.093], [-0.047, -0.089, 0.093], [-0.054, -0.090, 0.045], [0.043, 0.080, -0.033], [0.018, 0.043, 0.055], [-0.006, 0.002, 0.082], [-0.027, -0.061, 0.038], [-0.021, -0.062, -0.036], [0.015, -0.001, -0.107], [0.101, -0.033, -0.005], [-0.094, -0.014, 0.000], [0.083, 0.337, -0.165], [-0.143, -0.652, 0.167], [-0.001, 0.062, -0.036], [0.092, 0.121, -0.024], [0.034, 0.192, 0.212], [-0.067, -0.073, -0.246], [0.060, 0.005, -0.076], [0.002, -0.028, -0.061], [0.040, 0.077, -0.076]],
  "lowdin_charge": [-0.01, -0.25, 0.02, -0.14, -0.20, 0.04, -0.09, -0.19, -0.07, 0.06, -0.36, 0.08, -0.20, -0.03, -0.08, -0.09, -0.07, 0.00, 0.12, 0.11, 0.10, 0.10, 0.11, -0.01, 0.10, 0.08, 0.10, 0.01, 0.09, 0.09, 0.09, -0.01, 0.09, 0.07, 0.08, -0.31, 0.09, 0.00, -0.68, 0.00, -0.20, -0.22, -0.06, -0.10, -0.10, -0.09, -0.04, 0.10, 0.10, 0.10, 0.10, 0.11, 0.13, 0.12, 0.97, -0.37, 0.06, 0.09, 0.13, 0.11, 0.08, 0.08, 0.08]
}

---

2.
{
  "formula": "C27H28N9O2STi",
  "method": "wB97M-V/def2-TZVPD",
  "charge": 1,
  "homo_energy_ev": [-7.8, -8.1],
  "orbital_gap_ev": [5.4857, 5.9310],
  "species": ["Ti", "C", "N", "C", "C", "C", "C", "C", "C", "N", "C", "C", "C", "C", "C", "C", "N", "C", "C", "C", "C", "C", "N", "H", "H", "H", "H", "H", "H", "H", "H", "H", "H", "H", "H", "H", "H", "H", "H", "H", "H", "N", "C", "O", "C", "C", "N", "C", "N", "H", "H", "S", "C", "C", "N", "C", "H", "H", "H", "C", "C", "N", "O", "H", "H", "H", "H", "H"],
  "xyz": [[0.09604, -0.33128, 0.00578], [-0.92206, -3.02561, 1.08080], [-0.78966, -1.62186, 1.59483], [-2.13146, -0.98119, 1.84946], [-2.77096, -0.51752, 0.54665], [-4.14331, -0.44522, 0.36386], [-4.65879, -0.01938, -0.83459], [-3.77305, 0.28076, -1.84340], [-2.41190, 0.18743, -1.62306], [-1.90381, -0.17021, -0.43007], [0.12516, -1.57819, 2.77276], [1.58458, -1.54380, 2.36377], [2.56619, -2.13183, 3.13495], [3.89938, -1.89798, 2.82288], [4.19411, -1.05401, 1.76880], [3.14958, -0.53743, 1.01868], [1.86570, -0.79636, 1.27875], [-0.25328, -3.31554, -0.25968], [0.06308, -4.60240, -0.63402], [0.43572, -4.83931, -1.95486], [0.41369, -3.79116, -2.85074], [0.13087, -2.51971, -2.37110], [-0.14200, -2.27447, -1.09078], [-0.56155, -3.72271, 1.83973], [-1.98954, -3.21884, 0.94100], [-2.80476, -1.67551, 2.36216], [-1.96868, -0.11496, 2.49127], [-4.80038, -0.72957, 1.17627], [-5.72525, 0.05242, -0.98777], [-4.12573, 0.59169, -2.81748], [-1.69183, 0.40991, -2.40128], [-0.09390, -0.65662, 3.31843], [-0.06308, -2.42126, 3.44421], [2.28562, -2.75306, 3.97417], [4.68549, -2.36105, 3.40049], [5.21023, -0.81279, 1.49880], [3.34747, 0.09470, 0.16161], [-0.00113, -5.40632, 0.08573], [0.71720, -5.83145, -2.27521], [0.64180, -3.92883, -3.89631], [0.12349, -1.66332, -3.03786], [1.61004, 1.46918, -3.41914], [1.89623, 0.46733, -2.54752], [1.14792, 0.43868, -1.48763], [2.92534, -0.41967, -2.74061], [3.17940, -1.50681, -1.84837], [3.38407, -2.39155, -1.14105], [3.67650, -0.30016, -3.95586], [4.23297, -0.21361, -4.95773], [0.71143, 1.91239, -3.32047], [2.04105, 1.48589, -4.32903], [-2.67116, 4.63237, -1.63824], [-1.20568, 4.93672, -2.43970], [-0.27331, 4.03843, -2.03562], [-0.69834, 3.10642, -1.10963], [-1.94958, 3.33734, -0.82205], [-1.09723, 5.73778, -3.14760], [0.75138, 4.02301, -2.37442], [-2.50703, 2.74929, -0.10998], [-0.01460, 3.23668, 2.79808], [0.46052, 2.34841, 1.68882], [1.52778, 2.72856, 0.97702], [-0.12134, 1.29033, 1.42722], [0.79757, 3.80513, 3.24615], [-0.51074, 2.64018, 3.55844], [-0.73804, 3.94294, 2.38563], [1.93612, 3.63581, 1.13197], [1.71329, 2.26972, 0.08964]],
  "atomic_forces_ev_per_a": [[0.627, 0.545, -0.613], [0.125, 0.241, -0.082], [-0.025, -0.130, -0.155], [0.140, -0.190, -0.222], [0.061, -0.215, 0.129], [0.294, -0.309, 0.858], [-0.416, 0.058, -0.116], [0.472, 0.222, -0.710], [-0.318, 0.020, -0.026], [-0.323, 0.078, 0.232], [-0.175, 0.019, -0.256], [-0.203, 0.150, 0.052], [-0.079, 0.006, -0.021], [-0.004, 0.056, -0.056], [-0.150, 0.006, 0.018], [0.007, 0.028, 0.034], [-0.165, -0.189, 0.194], [-0.374, 0.148, 0.493], [-0.031, -0.045, -0.153], [-0.030, -0.058, 0.156], [-0.015, 0.235, 0.046], [0.059, -0.019, -0.177], [0.384, 0.066, 0.230], [-0.032, -0.015, -0.033], [0.047, -0.048, -0.010], [0.053, 0.051, 0.058], [0.091, -0.058, -0.008], [0.019, -0.024, 0.020], [-0.035, -0.006, -0.005], [0.016, -0.010, -0.014], [-0.034, 0.060, 0.017], [0.061, -0.049, -0.046], [-0.030, 0.059, 0.010], [0.024, -0.022, 0.030], [0.048, 0.005, 0.042], [0.057, -0.023, -0.011], [-0.014, -0.037, 0.069], [0.030, -0.040, 0.003], [-0.024, -0.061, -0.009], [0.022, -0.030, -0.041], [0.165, -0.032, 0.068], [0.103, -0.171, -0.117], [-0.869, 0.588, 0.666], [-0.171, -0.221, 0.222], [0.812, -0.478, -0.596], [-0.146, 0.457, -0.546], [-0.032, -0.205, 0.039], [-0.219, -0.449, 0.594], [0.130, 0.182, -0.255], [0.055, -0.013, 0.102], [0.069, -0.047, -0.020], [-0.395, 0.302, -0.077], [0.129, 0.025, -0.101], [0.028, -0.221, 0.189], [-0.136, 0.455, -0.244], [0.278, -0.426, 0.233], [0.014, 0.075, -0.054], [0.061, -0.014, -0.017], [-0.059, -0.101, 0.049], [0.045, 0.023, -0.042], [0.263, -0.048, -0.179], [0.153, 0.217, -0.075], [-0.316, -0.354, 0.037], [0.026, 0.007, 0.004], [-0.002, -0.009, 0.005], [-0.010, -0.002, -0.004], [0.002, -0.071, -0.032], [-0.137, 0.058, 0.225]],
  "lowdin_charge": [0.91, -0.06, -0.21, -0.09, -0.24, -0.02, -0.06, -0.05, -0.12, -0.02, -0.10, -0.24, -0.01, -0.03, -0.04, -0.14, 0.04, -0.24, 0.00, -0.03, -0.03, -0.11, 0.03, 0.13, 0.14, 0.13, 0.12, 0.12, 0.12, 0.12, 0.11, 0.13, 0.13, 0.12, 0.12, 0.12, 0.11, 0.12, 0.12, 0.12, 0.12, 0.20, -0.48, -0.18, -0.19, -0.21, 0.20, -0.21, 0.16, 0.09, 0.11, 1.05, -0.39, -0.26, -0.01, -0.51, 0.07, 0.10, 0.07, 0.03, -0.55, 0.21, -0.07, 0.09, 0.09, 0.10, 0.12, 0.10]
}